This record from the Open Molecules 2025 dataset describes a cluster of 2 separate species, C7H14N2S2 in total. The level of theory is wB97M-V/def2-TZVPD.

Properties
- Total charge: 0
- Orbital gap: 9.3 eV
- Structure (SMILES): c1c[nH]cn1.CCSSCC
- Relative energy (zero: lowest compared OMol25 entry of this formula, charge and spin): 0.00 kJ/mol
- Strongest force on any atom: 0.860 eV/Å
- LUMO: 0.017 hartree

Structure (XYZ):
```
25
Properties=species:S:1:pos:R:3:forces:R:3:mulliken_charge:R:1
S 1.99113 -0.84845 0.74231 -0.073 0.017 0.001 -0.11
S 2.07729 1.06864 0.04689 0.038 0.001 0.049 -0.10
C 0.26310 0.00954 2.79473 0.045 0.122 0.182 -1.02
C 4.49109 1.46212 1.40641 0.222 -0.067 -0.028 -1.05
C 0.37944 -0.90440 1.58623 -0.348 -0.255 -0.201 -0.37
C 3.04848 1.93426 1.32212 -0.228 0.315 0.311 -0.32
H 1.05214 -0.21439 3.53221 -0.300 0.094 -0.254 0.29
H -0.71900 -0.12554 3.27830 0.346 0.107 -0.162 0.35
H 0.36047 1.06350 2.48441 -0.092 -0.388 0.156 0.25
H 5.00316 1.60790 0.44041 -0.177 -0.082 0.383 0.28
H 5.03351 2.02955 2.18128 -0.164 -0.228 -0.258 0.34
H 4.52680 0.39053 1.66533 0.030 0.421 -0.092 0.29
H 0.28154 -1.96848 1.87538 0.011 0.440 -0.125 0.33
H -0.40709 -0.68501 0.83877 0.377 -0.132 0.384 0.29
H 2.99090 2.99621 1.01488 0.026 -0.427 0.147 0.33
H 2.53077 1.83704 2.29576 0.271 0.060 -0.506 0.21
N -4.51056 -2.17577 -2.74774 0.789 0.137 -0.313 -0.56
C -3.28807 -2.22451 -3.25276 -0.453 0.011 0.187 -0.15
C -4.77934 -0.83781 -2.58463 0.150 0.378 -0.045 -0.28
C -3.70987 -0.07147 -2.99470 -0.398 0.039 0.169 -0.25
N -2.76747 -0.97530 -3.41799 0.603 -0.072 -0.251 -0.05
H -2.73740 -3.12794 -3.51482 -0.237 0.369 0.112 0.35
H -5.73069 -0.49289 -2.17958 0.403 -0.145 -0.173 0.37
H -3.53917 1.00471 -3.02274 -0.098 -0.522 0.020 0.36
H -1.84121 -0.75202 -3.79042 -0.743 -0.193 0.308 0.20
```
Positions in Å, forces in eV/Å.

---

This record from the Open Molecules 2025 dataset describes a cluster of 2 separate species, C7H14N3O in total at a distorted geometry. The level of theory is wB97M-V/def2-TZVPD.

Properties
- Total charge: +1
- Orbital gap (spin up / spin down): 8.5 / 8.5 eV
- Relative energy (zero: lowest compared OMol25 entry of this formula, charge and spin): 652.99 kJ/mol
- Strongest force on any atom: 5.080 eV/Å
- LUMO (spin up / spin down): -0.119 / -0.119 hartree

Structure (XYZ):
```
25
Properties=species:S:1:pos:R:3:forces:R:3:mulliken_charge:R:1
C -0.57542 0.87349 0.10506 1.769 1.320 -1.079 0.10
C 1.78661 -1.08606 -0.19427 -1.022 1.315 0.071 0.36
C -0.87297 -0.42835 -2.02818 -0.222 2.193 1.118 -1.30
C -2.71067 0.12705 -0.22651 -0.677 -2.262 -1.277 -1.45
C 0.52806 2.99759 0.75794 1.021 4.755 -1.467 -0.70
C 2.40385 -2.90762 1.02529 -1.151 0.669 2.473 -0.74
C -1.26460 -0.20599 -0.51276 0.303 -0.483 -0.994 0.50
N 2.56550 -0.17530 -0.14039 -1.411 -1.120 -0.448 0.43
N 2.86957 0.97247 -0.44095 1.703 2.060 -1.572 -0.91
N -0.05966 1.85568 0.38138 -1.169 -3.192 0.159 0.24
O 1.33917 -2.03387 0.51626 0.098 -3.140 -0.015 -0.31
H -1.17926 -1.31324 -2.51296 -1.073 -1.061 0.044 0.42
H 0.16837 -0.46696 -2.05580 1.951 -0.191 0.049 0.38
H -1.09595 0.44365 -2.64228 -0.537 -0.024 0.077 0.38
H -2.84538 0.47474 0.77820 -0.413 -0.050 0.500 0.48
H -3.14311 -0.89930 -0.41842 -0.605 1.491 0.448 0.37
H -3.05420 0.85441 -0.95679 -0.285 -0.020 0.085 0.34
H 1.53110 3.13987 0.35722 0.002 -0.618 -0.364 0.31
H -0.07753 3.83881 0.32739 0.422 -0.602 0.318 0.33
H 0.64265 3.24984 1.76838 -0.389 -0.596 1.828 0.36
H 2.07796 -3.14441 2.04018 0.130 0.038 -0.040 0.25
H 3.21282 -2.24282 1.06757 1.647 0.376 0.252 0.37
H 2.64230 -3.83352 0.57831 -0.317 -0.681 -1.493 0.28
H -0.92999 -1.07889 0.01519 -0.096 -0.669 0.448 0.31
H 3.32830 0.91410 -1.37619 0.321 0.490 0.880 0.23
```
Positions in Å, forces in eV/Å.

---

This record from the Open Molecules 2025 dataset describes the ion C7H14N4OP with charge +1 at a distorted geometry. The level of theory is wB97M-V/def2-TZVPD.

Properties
- Total charge: +1
- Orbital gap (spin up / spin down): 5.9 / 6.7 eV
- Spin multiplicity: 3
- Strongest force on any atom: 5.619 eV/Å
- LUMO (spin up / spin down): -0.100 / -0.230 hartree

Structure (XYZ):
```
27
Properties=species:S:1:pos:R:3:forces:R:3:mulliken_spin:R:1
C 2.24476 -1.45906 -2.92651 -2.960 -2.959 -2.735 0.52
C 0.96119 -1.99396 -2.93564 0.961 -0.982 0.852 -0.16
C 2.61742 -0.50800 -1.93944 1.880 2.571 1.182 0.49
C 0.15255 -1.79259 -1.82029 -2.371 -3.146 -3.827 0.62
C 1.68444 -0.10530 -0.99893 -1.066 -1.000 -0.041 -0.03
C 0.47222 -0.75183 -0.95944 -0.494 2.640 4.936 0.40
C -0.40437 -0.52847 0.36434 0.330 1.336 -1.895 0.03
N -2.91551 1.80646 1.11301 -1.072 0.233 -0.442 0.00
N -0.80460 2.91087 2.23332 1.298 -0.613 -1.615 0.00
N -0.39963 0.96176 0.62685 -0.306 -0.896 -1.796 0.02
N 0.19894 -1.10785 1.60080 -0.650 0.426 1.755 0.02
O -1.61534 0.45743 2.78750 0.354 -2.925 1.961 0.00
P -1.51228 1.48388 1.77813 2.113 1.879 -0.757 0.00
H 2.82561 -1.79493 -3.75223 1.024 0.293 -0.189 0.03
H 0.63827 -2.78745 -3.62314 0.394 0.696 -0.054 0.00
H 3.56742 -0.01094 -2.15351 -0.346 0.127 0.697 0.01
H -0.87433 -2.18757 -1.94904 0.565 0.320 0.633 0.02
H 1.73384 0.59373 -0.21207 1.196 1.128 0.428 0.01
H -1.44725 -0.98003 0.34675 1.223 0.515 -0.416 0.00
H -2.99972 2.76938 0.81689 -0.860 -0.372 -0.487 0.00
H -3.50459 1.00876 0.82178 0.168 1.399 0.191 0.00
H 0.24156 2.93499 2.17819 -1.585 -0.088 0.021 0.00
H -1.12825 3.24972 3.09386 -0.504 0.789 1.356 0.00
H -0.52272 1.45819 -0.29409 0.366 -0.708 1.291 0.00
H -0.28794 -0.44915 2.39132 0.621 -1.107 -0.773 0.00
H 1.22882 -1.12586 1.61298 -0.492 0.276 -0.064 0.00
H -0.15053 -2.05220 1.79863 0.214 0.166 -0.210 0.00
```
Positions in Å, forces in eV/Å.

---

This record from the Open Molecules 2025 dataset describes the ion C7H14N6 with charge +2 at a distorted geometry. The level of theory is wB97M-V/def2-TZVPD.

Properties
- Total charge: +2
- Orbital gap: 7.4 eV
- Structure (SMILES): NNCN=[N+]=CCC1=NCC[NH+]=C1
- Relative energy (zero: lowest compared OMol25 entry of this formula, charge and spin): 603.25 kJ/mol
- Strongest force on any atom: 5.378 eV/Å
- LUMO: -0.315 hartree

Structure (XYZ):
```
27
Properties=species:S:1:pos:R:3:forces:R:3:mulliken_charge:R:1
C -0.95365 -0.96838 -0.33427 1.271 0.671 -0.667 0.57
C 0.06025 -1.89013 -0.90000 1.665 0.362 -0.698 -0.70
C -3.00283 -0.55086 0.84130 -1.676 1.091 4.770 -0.41
C -3.23469 0.88071 0.28531 -1.419 -0.105 -3.334 -0.58
C 4.06971 0.09971 0.06556 -0.369 1.419 -0.359 -0.23
C -1.07888 0.51525 -0.50127 0.263 0.443 1.900 0.01
C 1.20291 -2.14670 0.04371 -1.212 0.545 0.706 -0.21
N -1.80310 -1.19663 0.54673 -0.274 -1.300 -0.338 -0.23
N 3.35883 -1.08717 -0.10135 -1.674 -2.848 -1.106 -0.57
N 2.21281 -1.38913 0.00380 1.447 -0.220 0.791 0.70
N -2.30503 0.80675 -0.83038 1.624 2.565 0.971 -0.07
N 2.08690 1.51733 0.21203 0.503 1.741 -5.063 -0.48
N 3.32484 1.15107 0.64575 2.185 0.329 1.796 -0.26
H -0.41561 -2.86787 -0.90818 -0.098 -0.093 -1.251 0.33
H 0.56436 -1.40553 -1.81087 -1.471 -1.216 0.709 0.32
H -3.06395 -0.37550 2.02320 -0.010 -0.961 -2.344 0.29
H -3.85728 -1.16783 0.54000 0.359 -0.183 0.148 0.35
H -4.23757 1.11050 -0.14859 0.460 -0.848 0.376 0.37
H -3.09071 1.74110 0.84735 1.039 1.114 1.834 0.36
H 4.92142 -0.21231 0.63479 0.706 0.156 0.773 0.38
H 4.56227 0.09283 -0.99008 -0.900 0.952 1.050 0.33
H -0.60763 1.07538 0.34910 -0.433 -0.227 -1.047 0.22
H 0.90774 -2.85962 0.83859 1.212 0.675 0.103 0.39
H -2.55950 0.31739 -1.61163 -1.677 -1.585 -2.325 0.28
H 2.24805 2.40260 -0.44758 -1.072 -2.179 1.745 0.30
H 1.60626 1.79592 1.00209 -1.446 0.862 1.711 0.27
H 3.61233 1.75988 1.42636 0.997 -1.160 -0.850 0.26
```
Positions in Å, forces in eV/Å.

---

This record from the Open Molecules 2025 dataset describes a cluster of 2 separate species, C7H14NO2S in total at a distorted geometry. The level of theory is wB97M-V/def2-TZVPD.

Properties
- Total charge: +1
- Orbital gap: 8.8 eV
- Relative energy (zero: lowest compared OMol25 entry of this formula, charge and spin): 385.08 kJ/mol
- Strongest force on any atom: 4.205 eV/Å
- LUMO: -0.158 hartree

Structure (XYZ):
```
25
Properties=species:S:1:pos:R:3:forces:R:3:mulliken_charge:R:1
C -1.87765 0.39268 1.19046 2.312 -2.500 2.468 -0.40
C -1.85971 0.27927 -1.16164 0.582 -1.198 0.803 -0.45
C -0.13026 -0.91844 0.03343 0.036 -1.840 -0.959 -0.59
C -3.37034 0.34840 1.25706 -0.616 0.585 -1.226 -0.56
C -3.36881 0.00247 -1.15265 -0.279 1.719 -1.340 -0.44
C 1.87640 0.08156 0.18427 0.947 -0.979 -1.331 -0.25
C 5.74695 0.16299 -0.14227 1.781 -1.196 -0.667 -0.74
N -1.26929 -0.29701 0.07688 -1.016 1.578 -1.580 0.20
O -3.87626 0.69972 -0.03555 -0.780 0.333 0.598 -0.35
O 4.47696 0.45002 0.31925 -1.366 0.565 0.579 -0.20
S 3.28918 -0.35790 -0.43528 -2.110 0.963 1.463 0.24
H -1.49017 1.41940 1.10437 -0.270 -0.209 0.645 0.33
H -1.41529 -0.25842 1.99854 -0.712 1.726 0.263 0.32
H -1.23670 -0.31089 -1.83210 -0.646 1.079 -1.471 0.29
H -1.75011 1.38470 -1.02890 0.279 -0.826 -0.994 0.29
H 0.19659 -1.25328 -0.98129 -0.465 0.157 1.236 0.32
H 0.10669 -1.55489 0.88704 0.415 0.483 -0.079 0.45
H -3.90916 -0.51663 1.61330 0.617 -0.966 0.010 0.33
H -3.65897 1.10959 1.97564 -0.178 0.443 -0.248 0.30
H -3.82140 0.57208 -2.03646 0.663 -0.868 1.062 0.29
H -3.71624 -1.03097 -1.26430 0.429 -0.067 0.451 0.33
H 1.64664 0.82568 0.91996 0.649 0.460 0.451 0.32
H 5.89258 -0.88093 -0.33273 -0.040 -0.978 0.308 0.31
H 6.54046 0.47537 0.49944 -0.053 0.337 1.087 0.29
H 5.99652 0.58426 -1.06883 -0.182 1.199 -1.528 0.37
```
Positions in Å, forces in eV/Å.

---

This record from the Open Molecules 2025 dataset describes a cluster of 2 separate species, C7H14NO3 in total at a distorted geometry. The level of theory is wB97M-V/def2-TZVPD.

Properties
- Total charge: 0
- Orbital gap (spin up / spin down): 9.6 / 5.6 eV
- Spin multiplicity: 2
- Relative energy (zero: lowest compared OMol25 entry of this formula, charge and spin): 102.49 kJ/mol
- Strongest force on any atom: 3.145 eV/Å
- LUMO (spin up / spin down): 0.017 / -0.128 hartree

Structure (XYZ):
```
25
Properties=species:S:1:pos:R:3:forces:R:3:mulliken_spin:R:1
C 0.45982 0.84976 0.28620 2.629 1.174 0.377 0.00
C 0.69914 -0.40999 -0.57798 -3.019 -0.161 -0.865 0.00
C 2.52855 0.62522 1.88028 -1.454 -1.051 -0.672 0.00
C -0.84125 -0.90917 2.14708 0.713 1.072 -1.108 0.00
C 0.40184 -0.12125 2.59467 -0.674 0.020 0.108 0.00
O 0.84577 -0.17181 3.72336 0.027 -0.446 0.135 0.00
N 1.04730 0.64954 1.64040 0.159 -0.718 0.772 0.00
H 1.14614 1.48362 -0.30859 -0.458 0.917 1.105 0.00
H -0.48470 1.47285 0.50316 0.938 -1.757 -1.231 0.00
H 1.40164 -0.48520 -1.40599 0.754 1.038 0.484 0.00
H -0.22840 -0.53238 -1.15796 0.064 -0.747 0.500 0.00
H 2.86430 0.80649 0.88729 1.300 1.561 -0.330 0.00
H -0.49938 -1.70669 1.49086 0.078 0.047 -0.257 0.00
H 0.86200 -1.21713 0.08754 0.016 -1.066 0.268 0.00
H 2.81469 1.10717 2.80887 0.173 0.934 -0.628 0.00
H 2.93091 -0.37993 2.00456 -0.576 -0.588 0.310 0.00
H -1.39599 -1.43157 2.90286 -0.244 0.509 0.696 0.00
H -1.40923 -0.19001 1.51843 -0.283 -0.838 0.532 0.00
C -1.98291 -0.60952 -3.03501 0.423 0.163 0.068 0.20
C -1.76054 0.96558 -3.02128 -1.851 0.681 0.070 -0.04
O -0.56752 1.22294 -2.78435 1.375 -0.104 0.022 0.75
O -2.74704 1.65969 -3.15586 0.636 -0.372 -0.064 0.05
H -2.28292 -0.78034 -1.98478 -1.010 0.079 -0.816 0.01
H -1.15425 -1.31021 -3.11702 0.336 0.474 -0.621 0.00
H -2.64798 -0.58764 -3.92673 -0.052 -0.819 1.144 0.01
```
Positions in Å, forces in eV/Å.